(1)
A molecular structure, C6H10O2 in a non-equilibrium geometry. Source: OMol25; level of theory: ωB97M-V/def2-TZVPD.

Results
frontier orbital gap	8.924	eV
lowest unoccupied orbital energy	0.55	eV
electronic energy	-384.957343	hartree
highest occupied orbital energy	-0.308	Eh

```
18
Properties=species:S:1:pos:R:3:forces:R:3
C -0.428 -0.717 0.024 -4.9015 4.4592 -0.2202
C 0.164 -0.160 1.372 4.1068 -4.2049 0.2649
C -0.303 1.960 -0.496 0.3329 0.3115 0.5201
C 0.018 -1.027 -1.383 1.1847 -0.1804 -0.0525
C -1.105 0.824 0.089 -2.1700 -2.1083 -3.0987
C 1.288 -1.207 0.984 2.6291 2.8451 3.2283
O -2.300 0.928 0.311 1.4297 0.1709 0.7124
O 2.260 -0.979 0.270 -1.6598 -0.4819 0.2438
H -1.311 -1.296 0.290 0.3182 -0.1511 0.0666
H 1.366 -1.931 1.809 -0.5163 -1.3185 -0.8481
H 0.674 0.753 1.655 -0.4289 0.6186 -1.0496
H -0.369 -0.580 2.220 -0.2356 0.1672 -0.2408
H -0.895 2.452 -1.271 -0.0530 -0.1596 0.2053
H 0.654 1.660 -0.918 0.0190 -0.1529 0.1166
H -0.108 2.680 0.301 -0.0231 0.1478 -0.1631
H 0.797 -0.353 -1.742 0.0478 -0.1633 0.1065
H 0.411 -2.046 -1.427 0.1019 0.1360 -0.1798
H -0.814 -0.961 -2.089 -0.1818 0.0646 0.3883
```
Positions in Å, forces in eV/Å.

(2)
A single C6H10O molecule. Source: OMol25; level of theory: ωB97M-V/def2-TZVPD.

Results
frontier orbital gap	10.327	eV
lowest unoccupied orbital energy	0.70	eV
electronic energy	-309.832095	hartree
highest occupied orbital energy	-0.354	Eh
structure (SMILES)	CC/C=C\C(C)=O

```
17
Properties=species:S:1:pos:R:3:forces:R:3
C -1.857 -0.596 0.444 -0.0027 -0.0683 -0.0001
C -1.509 0.880 0.675 -0.0109 0.0549 0.0248
C -0.453 1.434 -0.254 0.1384 -0.0697 -0.0334
C 0.779 0.960 -0.467 -0.1678 0.1033 0.0235
C 1.355 -0.236 0.209 -0.0724 -0.1216 0.2193
C 2.181 -1.150 -0.670 0.0176 -0.0853 0.0271
O 1.146 -0.492 1.380 0.1053 0.1221 -0.4167
H -1.025 -1.244 0.727 -0.1555 0.0587 -0.0541
H -2.721 -0.879 1.055 0.1294 0.0479 -0.1034
H -2.105 -0.787 -0.606 0.0047 0.0612 0.1364
H -2.417 1.480 0.556 0.1405 -0.0476 0.0246
H -1.176 1.009 1.711 -0.0280 -0.0143 -0.1229
H -0.744 2.305 -0.840 0.0395 -0.1203 0.0734
H 1.407 1.431 -1.224 -0.1187 -0.0918 0.0931
H 3.082 -0.640 -1.030 -0.1113 -0.0111 0.0597
H 2.461 -2.044 -0.111 -0.0032 0.1373 -0.0745
H 1.595 -1.430 -1.554 0.0948 0.0447 0.1234
```
Positions in Å, forces in eV/Å.

(3)
A molecular structure, C4H8NS in a non-equilibrium geometry. Source: OMol25; level of theory: ωB97M-V/def2-TZVPD.

Results
frontier orbital gap	9.004	eV
lowest unoccupied orbital energy	-3.70	eV
electronic energy	-609.800086	hartree
highest occupied orbital energy	-0.467	Eh
total charge	+1

```
14
Properties=species:S:1:pos:R:3:forces:R:3
C -0.324 -0.930 -1.396 0.5823 0.7093 4.2825
C -0.275 -0.274 -0.199 -0.8791 3.0928 -0.9218
C 0.537 -2.030 -0.982 1.3403 -2.1033 -0.9037
C -0.841 1.266 0.385 0.1778 -4.9102 0.0671
N 0.228 1.549 1.392 1.0673 3.0922 -4.0631
S 0.907 -1.302 0.657 -0.5386 -0.0021 -0.0960
H -0.914 -1.025 -2.215 -1.7301 0.7088 -2.3934
H 0.036 -3.037 -0.990 0.5988 0.9304 0.3800
H 1.471 -2.076 -1.577 -0.3975 -0.1676 0.3801
H -1.836 1.029 0.801 0.6167 0.7689 0.0712
H -0.790 1.999 -0.367 -0.2609 0.7991 -0.8974
H 0.322 2.438 1.872 -0.9513 0.0585 0.6761
H 1.034 1.622 0.727 -0.1644 -0.2225 0.7245
H 0.446 0.771 1.891 0.5388 -2.7544 2.6938
```
Positions in Å, forces in eV/Å.

(4)
A molecular structure, C5H8N4OS in a non-equilibrium geometry. Source: OMol25; level of theory: ωB97M-V/def2-TZVPD.

Results
frontier orbital gap	8.074	eV
lowest unoccupied orbital energy	0.48	eV
electronic energy	-887.657915	hartree
highest occupied orbital energy	-0.279	Eh

```
19
Properties=species:S:1:pos:R:3:forces:R:3
C 1.166 -2.610 -1.598 -0.4472 -2.1463 -0.2823
C -0.278 -0.666 -1.173 0.9080 2.1488 3.2673
C -0.290 0.833 0.490 1.4453 -1.5515 2.6501
C -0.145 1.289 2.022 -2.7998 -0.0349 -1.4558
C -1.069 1.449 -0.371 -0.3353 -1.5318 -1.4570
H 2.223 -2.163 -1.666 -1.6357 -0.6224 0.1772
H 1.061 -3.575 -2.376 0.4433 2.6846 2.0665
H 0.959 -3.039 -0.537 0.4886 0.9629 -1.8876
H 0.094 -1.607 -2.971 -0.7442 0.9062 -0.9449
H 0.807 0.688 3.791 -0.1263 0.9635 -4.0669
H 0.812 -0.568 2.657 0.1786 4.6635 -1.5880
H -1.127 3.518 -0.716 -2.4452 -3.5009 2.2304
H -1.300 2.758 0.944 -1.8881 0.1205 -2.2897
N 0.080 -1.646 -1.987 2.4572 -3.3684 0.8950
N 0.250 -0.391 0.081 -1.4152 -0.8892 -3.3524
N 0.845 0.646 2.624 1.9030 -6.3534 6.4347
N -1.710 2.559 -0.079 1.6903 7.7864 0.7821
O -0.908 2.058 2.643 1.4035 -0.4943 -1.8893
S -1.470 0.467 -1.777 0.9195 0.2566 0.7105
```
Positions in Å, forces in eV/Å.

(5)
A single C20H24O2 molecule. Source: OMol25; level of theory: ωB97M-V/def2-TZVPD.

Results
frontier orbital gap	9.954	eV
lowest unoccupied orbital energy	0.66	eV
electronic energy	-926.763963	hartree
highest occupied orbital energy	-0.342	Eh
structure (SMILES)	CCCCCC#CCC#CCC#CCC#CCCCC(=O)O

```
46
Properties=species:S:1:pos:R:3:forces:R:3
C 1.576 1.056 -0.790 0.2088 -0.1207 0.0055
C 2.592 -0.074 -0.902 -0.1875 -0.0984 -0.0386
C 2.202 -1.107 -1.959 0.2240 0.2148 -0.0114
C 2.486 -0.629 -3.382 -0.0093 -0.2091 0.1521
C 1.946 -1.608 -4.432 0.3209 0.1900 0.0009
C 0.497 -1.645 -4.387 -0.4472 -0.0915 -0.2015
C -0.699 -1.627 -4.329 0.4510 -0.0826 -0.2248
C -2.144 -1.595 -4.152 -0.0985 -0.0380 -0.1500
C -2.420 -1.289 -2.757 -0.3471 0.1919 0.5374
C -2.575 -1.022 -1.600 -0.1671 -0.0776 -0.6105
C -2.716 -0.745 -0.179 -0.1441 0.1656 0.1071
C -1.570 -1.296 0.529 0.3770 -0.3079 0.3314
C -0.608 -1.795 1.039 -0.5410 0.1301 -0.1948
C 0.578 -2.277 1.731 0.0433 -0.2086 -0.0320
C 1.200 -1.137 2.386 0.3512 0.2984 0.2995
C 1.629 -0.130 2.874 0.0791 -0.5057 -0.1295
C 2.059 1.128 3.452 -0.0579 0.2718 0.1638
C 0.838 1.975 3.831 -0.0932 0.1427 -0.1382
C -0.063 2.219 2.623 0.0450 -0.0125 0.2716
C -1.324 2.949 2.991 -0.0268 0.0677 0.1272
O -1.574 3.452 4.052 0.0430 0.0383 0.1752
O -2.189 2.987 1.962 -0.2528 -0.0927 -0.5762
H 0.607 0.656 -0.500 -0.1600 -0.0093 0.0482
H 1.464 1.581 -1.735 -0.0654 0.1230 -0.0926
H 1.893 1.773 -0.037 -0.0341 0.1532 0.0796
H 3.576 0.337 -1.144 0.0849 -0.0296 0.0587
H 2.669 -0.561 0.072 0.0938 0.0089 0.0193
H 1.137 -1.334 -1.862 -0.0491 -0.0854 0.0337
H 2.759 -2.032 -1.785 -0.0447 -0.0797 -0.0294
H 2.023 0.345 -3.543 0.0476 0.0419 -0.0558
H 3.565 -0.517 -3.519 -0.0016 0.0485 0.0008
H 2.266 -1.295 -5.431 0.0199 -0.1176 0.0519
H 2.340 -2.611 -4.245 0.0589 0.0486 -0.0724
H -2.576 -2.567 -4.413 -0.0273 0.1653 -0.0652
H -2.584 -0.829 -4.799 -0.0370 -0.1767 0.0246
H -3.640 -1.197 0.201 0.0654 0.1697 -0.0066
H -2.759 0.337 -0.012 -0.1302 -0.1145 0.0380
H 0.300 -3.035 2.471 0.1074 -0.0129 -0.1492
H 1.268 -2.725 1.008 -0.0325 -0.0806 0.1262
H 2.668 0.939 4.340 0.0371 0.0704 -0.0909
H 2.675 1.662 2.723 0.0579 0.0152 0.0808
H 0.262 1.459 4.601 0.0547 0.0467 0.0261
H 1.166 2.930 4.245 -0.0261 -0.0450 0.0529
H -0.338 1.271 2.156 -0.0081 0.0514 -0.0777
H 0.453 2.812 1.864 -0.0236 -0.0311 -0.0775
H -2.989 3.472 2.217 0.2414 -0.0265 0.2127
```
Positions in Å, forces in eV/Å.

(6)
A molecular structure, C3H5N in a non-equilibrium geometry. Source: OMol25; level of theory: ωB97M-V/def2-TZVPD.

Results
frontier orbital gap	10.761	eV
lowest unoccupied orbital energy	1.14	eV
electronic energy	-171.977867	hartree
highest occupied orbital energy	-0.353	Eh

```
9
Properties=species:S:1:pos:R:3:forces:R:3
C 0.348 0.880 -0.907 1.1353 1.4616 -1.4344
C -0.444 0.405 0.199 -0.6398 -3.2595 1.1095
C 0.605 -0.886 0.011 0.5166 0.2125 1.7273
N 1.135 -0.099 -1.100 1.3062 0.2311 -0.7540
H 0.271 1.774 -1.569 0.1136 -0.6340 0.6503
H -0.595 0.874 1.187 0.0865 -0.0751 -0.7146
H -1.341 -0.023 -0.260 -0.6024 0.5046 0.6699
H 1.341 -1.153 0.923 -1.5447 0.8810 -2.1745
H 0.273 -1.847 -0.457 -0.3712 0.6777 0.9205
```
Positions in Å, forces in eV/Å.

(7)
2 unconnected molecules or ions with the total composition C2H6BrP in a non-equilibrium geometry. Source: OMol25; level of theory: ωB97M-V/def2-TZVPD.

Results
frontier orbital gap (alpha / beta)	7.989 / 5.788	eV
lowest unoccupied orbital energy (alpha / beta)	-1.72 / -2.83	eV
electronic energy	-2995.079191	hartree
highest occupied orbital energy (alpha / beta)	-0.357 / -0.317	Eh

```
10
Properties=species:S:1:pos:R:3:forces:R:3
C -1.137 -0.187 -0.843 -0.9408 0.5141 2.6967
C 1.025 -0.525 1.004 3.2273 -2.3147 -1.2836
P 0.685 -0.038 -0.764 -0.0190 0.9481 0.6170
Br 0.605 3.457 -0.846 0.0290 -1.2460 0.1106
H -1.528 -0.947 -0.086 0.5176 0.9604 -0.9391
H -1.388 -0.502 -1.801 -0.3869 -0.7858 -1.8620
H -1.753 0.761 -0.717 1.1117 -0.8779 0.1703
H 0.530 0.075 1.691 -1.0974 1.0018 1.3463
H 2.208 -0.442 1.219 -2.7502 -0.1589 -0.5982
H 0.753 -1.652 1.144 0.3086 1.9589 -0.2581
```
Positions in Å, forces in eV/Å.

(8)
A single C5H11N3O molecule in a non-equilibrium geometry. Source: OMol25; level of theory: ωB97M-V/def2-TZVPD.

Results
frontier orbital gap	8.617	eV
lowest unoccupied orbital energy	0.83	eV
electronic energy	-436.533424	hartree
highest occupied orbital energy	-0.286	Eh

```
20
Properties=species:S:1:pos:R:3:forces:R:3
C -1.285 0.515 -0.926 1.3944 -1.4440 -0.6513
C -0.723 -1.438 0.730 0.1599 0.0409 -0.0243
C 1.301 -0.240 -0.254 0.0594 -0.1431 -0.4784
C -0.586 1.028 1.021 0.4006 0.9576 1.6673
C -0.102 -0.125 0.276 -2.1072 0.9476 -1.0276
N 1.565 -1.381 -0.976 0.0509 0.1527 0.0159
N 0.227 2.056 1.203 -0.1220 -0.3125 -0.0242
O -2.625 0.332 -0.631 0.2950 -0.0679 0.3566
N 2.155 0.696 -0.065 0.0285 0.0283 -0.0121
H -2.774 0.780 0.217 0.1273 0.0421 0.0293
H 2.509 -1.549 -1.283 -0.1410 -0.0556 0.0218
H 0.917 -2.148 -0.999 0.0840 0.0769 0.0497
H 1.213 2.019 0.934 -0.1284 0.0398 -0.0698
H -0.126 2.880 1.665 -0.0288 -0.1415 -0.0669
H 3.060 0.504 -0.493 -0.0917 -0.0984 0.0138
H -1.055 -0.168 -1.748 -0.0685 0.1334 -0.1992
H -1.019 1.532 -1.229 0.1053 -0.0819 0.3763
H -0.067 -1.927 1.453 -0.0448 -0.0485 0.0353
H -0.906 -2.126 -0.099 -0.0083 -0.0427 -0.0301
H -1.679 -1.239 1.204 0.0352 0.0167 0.0178
```
Positions in Å, forces in eV/Å.

Energy above the lowest of the compared OMol25 structures with the same formula, charge and spin: 3.947, 0.280, 1.901, 3.974, 4.544, 2.101, 2.894, 3.091 (eV)